# 1
Formula: C44H48BrN3SbV
Source: the Open Molecules 2025 dataset
Level of theory: ωB97M-V/def2-TZVPD

Computed properties:
Energy relative to the best compared isomer or geometry (same formula, charge and spin) (kcal per mole): 29.5
Orbital gap (spin up / spin down) (eV): 6.29 / 6.07
Net charge: +1
<S²>: 0.757
2S+1: 2

Last column: Löwdin charge in e.
Geometry (Å):
V1 0.50832 1.14540 0.44146  0.43
C1 1.42975 2.05442 -2.16245  -0.04
C2 2.19018 0.94526 -2.88183  -0.34
C3 1.34354 -0.31633 -3.07473  -0.05
C4 3.51171 0.56981 -2.24412  -0.14
C5 4.64711 0.71861 -3.02715  -0.03
C6 5.87294 0.21843 -2.62437  -0.06
C7 5.92355 -0.54794 -1.47801  -0.04
C8 4.81212 -0.72797 -0.65896  -0.13
C9 4.93796 -1.78601 0.43656  -0.38
C10 5.29019 -3.14612 -0.18095  -0.06
C11 5.98000 -1.41553 1.50003  -0.06
C12 3.61754 -0.03662 -0.97450  -0.14
N1 2.53032 0.01954 -0.05918  0.06
C13 2.85394 0.07418 1.19571  -0.16
C14 1.95242 0.07796 2.28936  -0.37
C15 2.30885 -0.14496 3.61690  -0.01
C16 1.13959 -0.02462 4.36342  -0.01
C17 0.10952 0.29401 3.47691  -0.23
N2 0.59408 0.35224 2.20721  -0.05
C18 -1.32713 0.56140 3.85891  -0.53
C19 -1.81561 1.83904 3.16978  -0.04
C20 -1.45608 0.72814 5.37427  -0.05
C21 -2.20319 -0.62086 3.42371  -0.03
H1 0.54852 2.34518 -2.73497  0.09
H2 2.06081 2.92971 -2.00705  0.11
H3 1.10842 1.70701 -1.17540  -0.02
H4 2.42264 1.33322 -3.87560  0.13
H5 1.17973 -0.80506 -2.11415  0.04
H6 1.86160 -1.01780 -3.73019  0.10
H7 0.38459 -0.07619 -3.53003  0.07
H8 4.56078 1.20771 -3.99020  0.11
H9 6.75830 0.36786 -3.22755  0.11
H10 6.85073 -1.04132 -1.21630  0.11
H11 3.97289 -1.92038 0.92484  0.12
H12 6.27349 -3.13627 -0.65020  0.08
H13 4.55625 -3.42786 -0.93696  0.09
H14 5.29769 -3.91075 0.59757  0.08
H15 6.97439 -1.35563 1.05702  0.08
H16 6.00521 -2.17405 2.28381  0.09
H17 5.77415 -0.45018 1.96689  0.07
H18 3.89504 0.16832 1.49551  0.12
H19 3.29570 -0.39655 3.97573  0.12
H20 1.05141 -0.15114 5.42917  0.11
H21 -1.19713 2.69390 3.45623  0.10
H22 -2.85025 2.05075 3.44603  0.10
H23 -1.76603 1.70990 2.08868  0.02
H24 -0.79333 1.50872 5.75042  0.09
H25 -1.22999 -0.20407 5.89312  0.09
H26 -2.48198 1.00473 5.62202  0.09
H27 -2.18735 -0.73129 2.33999  0.02
H28 -3.23788 -0.46609 3.73624  0.10
H29 -1.83783 -1.54643 3.87141  0.10
Br1 2.00052 3.30852 1.67700  0.99
C22 0.39717 3.89424 0.85698  -0.66
C23 0.09875 5.23488 0.76809  -0.07
C24 -1.05073 5.60264 0.08417  -0.01
C25 -1.83333 4.60313 -0.47971  -0.01
C26 -1.44853 3.29022 -0.33429  -0.11
N3 -0.34549 2.90472 0.34149  -0.13
H30 0.75409 5.96387 1.22169  0.12
H31 -1.32072 6.64514 -0.01250  0.13
H32 -2.72926 4.84255 -1.03443  0.13
H33 -2.04459 2.49642 -0.75958  0.07
C27 -6.39667 0.29970 0.41542  -0.07
C28 -5.50054 1.25634 0.86343  -0.08
C29 -4.13421 1.06332 0.69671  -0.14
C30 -3.65469 -0.08847 0.08431  -0.34
C31 -4.56029 -1.05435 -0.34584  -0.12
C32 -5.92348 -0.85871 -0.18497  -0.06
Sb1 -1.56619 -0.35354 -0.44073  1.56
C33 -2.13758 -0.27989 -2.52157  -0.36
C34 -2.17874 0.93935 -3.19049  -0.15
C35 -2.71301 1.03254 -4.46772  -0.08
C36 -3.20359 -0.10286 -5.09503  -0.07
C37 -3.15136 -1.32564 -4.44377  -0.06
C38 -2.62843 -1.41354 -3.16041  -0.12
C39 -1.43392 -2.47774 -0.23380  -0.37
C40 -0.59286 -3.18800 -1.08589  -0.13
C41 -0.53049 -4.57169 -1.00723  -0.07
C42 -1.29499 -5.25026 -0.06882  -0.07
C43 -2.11610 -4.54180 0.79579  -0.07
C44 -2.18934 -3.15802 0.71513  -0.13
H34 -7.46069 0.45230 0.54013  0.11
H35 -5.86124 2.15449 1.34921  0.11
H36 -3.45722 1.82077 1.07193  0.06
H37 -4.20922 -1.96769 -0.80950  0.09
H38 -6.61952 -1.61001 -0.53571  0.11
H39 -1.77639 1.83595 -2.73080  0.07
H40 -2.74839 1.98922 -4.97356  0.11
H41 -3.62361 -0.03383 -6.09001  0.11
H42 -3.52361 -2.21777 -4.93129  0.11
H43 -2.60218 -2.37655 -2.66712  0.09
H44 0.00898 -2.66945 -1.82365  0.09
H45 0.10946 -5.11711 -1.68907  0.11
H46 -1.25248 -6.33000 -0.01415  0.11
H47 -2.70656 -5.07032 1.53342  0.11
H48 -2.85098 -2.62047 1.38271  0.09

***

# 2
Formula: C44H48N11S3V
Source: the Open Molecules 2025 dataset
Level of theory: ωB97M-V/def2-TZVPD

Computed properties:
Energy relative to the best compared isomer or geometry (same formula, charge and spin) (kcal per mole): 0.0
Orbital gap (spin up / spin down) (eV): 6.95 / 7.75
Net charge: +1
<S²>: 0.829
2S+1: 2

Last column: Löwdin charge in e.
Geometry (Å):
V1 -2.34395 -0.67020 0.18702  0.79
N1 -3.89324 2.08530 -1.63796  0.02
C1 -5.12351 1.30409 -1.75161  -0.24
C2 -4.95932 -0.19564 -1.54106  -0.17
N2 -4.51647 -0.73651 -0.21337  -0.22
C3 -5.17865 -0.07392 0.94135  -0.16
C4 -4.44934 1.19562 1.39316  -0.17
N3 -2.99519 1.14258 1.08924  -0.02
C5 -4.82951 -2.19316 -0.20600  -0.18
C6 -3.80804 -2.97861 -1.00959  -0.18
N4 -2.45858 -2.75922 -0.43666  -0.03
H1 -4.03875 3.01772 -2.00623  0.09
H2 -3.14771 1.65604 -2.17849  0.04
H3 -5.57504 1.38364 -2.74797  0.12
H4 -5.86825 1.70262 -1.05923  0.11
H5 -4.26395 -0.57420 -2.28873  0.09
H6 -5.94239 -0.63388 -1.74804  0.13
H7 -5.16982 -0.79077 1.75624  0.10
H8 -6.22528 0.14723 0.71137  0.14
H9 -4.59670 1.31470 2.46572  0.13
H10 -4.85709 2.07572 0.90630  0.10
H11 -2.43457 1.31888 1.91738  0.10
H12 -2.80776 1.85845 0.38798  0.07
H13 -5.83946 -2.36881 -0.58784  0.13
H14 -4.79324 -2.53324 0.82709  0.11
H15 -3.78061 -2.65430 -2.04959  0.12
H16 -4.07931 -4.03555 -1.00162  0.13
H17 -1.74788 -3.00389 -1.11691  0.10
H18 -2.31289 -3.33064 0.39098  0.10
N5 -0.46839 -0.45127 0.79412  -0.38
S1 0.84095 -0.49576 1.47917  0.75
N6 1.95085 0.55448 1.11400  -0.38
S2 2.85274 0.45601 -0.26129  0.70
N7 2.39327 -0.08674 -1.53017  -0.32
S3 -0.36632 -0.04525 -1.97079  1.07
N8 -1.89533 -0.21942 -1.46745  -0.42
C7 -0.39243 -0.45906 -3.70594  -0.41
C8 -1.57885 -0.44126 -4.42566  -0.08
C9 -1.56124 -0.80960 -5.76199  -0.07
C10 -0.36705 -1.18861 -6.36201  -0.06
C11 0.81011 -1.20871 -5.62705  -0.06
C12 0.80874 -0.84976 -4.28591  -0.08
C13 -0.14407 1.74017 -2.02521  -0.36
C14 -0.26962 2.41704 -0.81886  -0.10
C15 -0.06630 3.78672 -0.78877  -0.06
C16 0.27217 4.46940 -1.94991  -0.06
C17 0.40615 3.77911 -3.14425  -0.06
C18 0.19847 2.40634 -3.19080  -0.05
C19 3.35675 2.18266 -0.29711  -0.30
C20 3.84093 2.61368 -1.52393  -0.07
C21 4.24328 3.93190 -1.67333  -0.07
C22 4.15759 4.80969 -0.60064  -0.08
C23 3.66965 4.37049 0.62225  -0.07
C24 3.26485 3.05220 0.77989  -0.08
C25 4.34806 -0.33354 0.36205  -0.31
C26 4.95358 0.05482 1.54968  -0.07
C27 6.09095 -0.61209 1.97398  -0.07
C28 6.60751 -1.65883 1.21649  -0.08
C29 5.99402 -2.03421 0.03104  -0.07
C30 4.85751 -1.36442 -0.40494  -0.07
C31 1.60088 -2.10933 1.45090  -0.31
C32 1.20142 -2.99698 0.46909  -0.07
C33 1.84108 -4.22358 0.36155  -0.06
C34 2.86268 -4.54777 1.24189  -0.06
C35 3.26077 -3.64561 2.22151  -0.05
C36 2.63819 -2.41353 2.32370  -0.07
C37 0.64221 -0.13127 3.21320  -0.30
C38 0.62926 1.21222 3.57505  -0.08
C39 0.36213 1.55396 4.88993  -0.07
C40 0.11789 0.56106 5.83258  -0.06
C41 0.12488 -0.77313 5.45885  -0.07
C42 0.36908 -1.12661 4.13701  -0.07
H19 -2.50057 -0.14361 -3.94253  0.09
H20 -2.47836 -0.79823 -6.33594  0.11
H21 -0.35635 -1.47362 -7.40567  0.11
H22 1.73727 -1.50966 -6.09627  0.11
H23 1.70989 -0.85906 -3.68431  0.08
H24 -0.47402 1.85956 0.08588  0.07
H25 -0.14957 4.32002 0.14964  0.11
H26 0.44476 5.53693 -1.91949  0.11
H27 0.67895 4.30494 -4.04948  0.11
H28 0.31279 1.87604 -4.12473  0.11
H29 3.88070 1.91613 -2.35156  0.11
H30 4.62377 4.27459 -2.62662  0.11
H31 4.47398 5.83796 -0.71785  0.11
H32 3.60455 5.05515 1.45801  0.11
H33 2.88048 2.69772 1.72599  0.09
H34 4.53509 0.86208 2.13748  0.11
H35 6.57736 -0.31775 2.89491  0.11
H36 7.49644 -2.17696 1.55246  0.11
H37 6.40068 -2.84635 -0.55759  0.11
H38 4.34734 -1.62642 -1.32391  0.10
H39 0.41950 -2.69780 -0.21608  0.08
H40 1.54735 -4.92352 -0.40976  0.11
H41 3.35810 -5.50640 1.16184  0.11
H42 4.06478 -3.89777 2.89961  0.12
H43 2.95269 -1.69772 3.07154  0.12
H44 0.84928 1.97108 2.83493  0.09
H45 0.35843 2.59530 5.18458  0.11
H46 -0.08003 0.82997 6.86161  0.11
H47 -0.08079 -1.54848 6.18366  0.10
H48 0.35655 -2.17023 3.84852  0.12
N9 -2.85345 -1.56921 2.02083  0.06
C43 -2.96630 -1.58963 3.19247  -0.32
N10 -3.18759 -1.51106 4.43274  0.10
C44 -2.66858 -2.37782 5.29564  -0.39
N11 -2.23763 -3.09183 6.09453  0.12

***

The highest energy relative to the best compared isomer or geometry (same formula, charge and spin) belongs to which entry?
C44H48BrN3SbV

***

Number 1 is which compound?
C44H48BrN3SbV

***

What is the energy relative to the best compared isomer or geometry (same formula, charge and spin) in the first record?
29.5 kcal per mole